(1)
This record from the Open Molecules 2025 dataset describes a single C4H2ClFO molecule. The level of theory is wB97M-V/def2-TZVPD.

E_LUMO ... -1.4 eV
Energy above the lowest of the compared OMol25 structures with the same formula, charge and spin ... 48.8 kcal/mol
M ... 120.5 g mol⁻¹
Kohn-Sham gap ... 9.1 eV
SMILES ... O=C(F)C1=C[C@@H]1Cl
Calculated total energy ... -21463.6018 eV
Net charge ... 0
HOMO level ... -10.6 eV

```
9
Properties=species:S:1:pos:R:3:lowdin_charge:R:1
O -1.994 1.051 -0.145 0.225
C -1.746 0.237 0.653 -0.303
F -2.304 0.675 2.007 -0.061
C -0.535 -0.421 0.737 -0.111
C 0.495 -1.024 1.333 0.092
C 0.461 -1.198 -0.126 -0.646
Cl 1.486 -0.297 -1.255 0.580
H 1.416 -1.342 1.763 0.119
H 0.098 -2.116 -0.650 0.106
```


(2)
This record from the Open Molecules 2025 dataset describes 6 unconnected molecules or ions with the total composition C25H50FN6O2P2. The level of theory is wB97M-V/def2-TZVPD.

E_LUMO ... 2.1 eV
M ... 547.7 g mol⁻¹
Kohn-Sham gap ... 5.5 eV
Calculated total energy ... -61062.7598 eV
Net charge ... -1
HOMO level ... -3.4 eV

```
86
Properties=species:S:1:pos:R:3:lowdin_charge:R:1
N -1.044 -0.001 -1.043 -0.331
P -2.467 0.360 -1.710 0.733
C -3.153 -1.054 -2.773 -0.471
O -2.099 -2.009 -2.807 -0.418
P -2.396 -3.206 -1.532 0.395
O -4.135 -3.081 -1.756 -0.371
C -4.473 -1.836 -2.331 -0.407
C -5.508 -1.136 -1.395 -0.155
C -6.603 -0.286 -2.150 -0.172
C -8.058 -0.642 -1.753 -0.207
F -8.882 0.502 -1.703 -0.102
H -1.092 0.075 -0.026 -0.111
H -3.356 0.733 -0.655 -0.017
H -2.253 1.475 -2.581 -0.033
H -3.167 -0.684 -3.825 0.101
H -2.707 -4.168 -0.484 -0.055
H -2.477 -4.314 -2.474 -0.054
H -0.979 -3.394 -1.547 -0.072
H -2.305 -2.232 -0.469 -0.021
H -4.938 -2.098 -3.323 0.134
H -6.057 -1.962 -0.878 0.106
H -5.040 -0.548 -0.576 0.083
H -6.423 -0.309 -3.248 0.106
H -6.451 0.779 -1.843 0.108
H -8.097 -1.182 -0.780 0.112
H -8.561 -1.320 -2.482 0.115
C 2.369 0.341 2.221 -0.109
C 1.834 1.769 2.212 -0.267
C 0.614 1.954 3.114 -0.198
C -0.539 1.198 2.629 -0.224
N -1.445 0.608 2.246 0.165
H 1.638 -0.362 1.816 0.081
H 3.270 0.273 1.607 0.061
H 2.626 0.025 3.236 0.072
H 1.590 2.056 1.187 0.106
H 2.625 2.443 2.551 0.101
H 0.355 3.015 3.147 0.088
H 0.852 1.653 4.138 0.116
C -3.613 4.989 2.631 -0.105
C -2.457 5.579 3.430 -0.266
C -1.455 6.343 2.561 -0.193
C -0.748 5.462 1.630 -0.217
N -0.195 4.773 0.898 0.182
H -3.265 4.237 1.920 0.076
H -4.326 4.506 3.301 0.074
H -4.144 5.766 2.077 0.075
H -1.949 4.779 3.975 0.107
H -2.862 6.266 4.178 0.105
H -0.722 6.833 3.207 0.115
H -1.966 7.133 2.006 0.119
C 1.104 -7.579 -0.989 -0.117
C 1.014 -6.591 -2.146 -0.264
C 1.782 -5.295 -1.888 -0.196
C 1.200 -4.516 -0.796 -0.257
N 0.726 -3.900 0.046 0.158
H 0.639 -7.178 -0.086 0.074
H 0.589 -8.507 -1.244 0.066
H 2.145 -7.822 -0.760 0.070
H -0.036 -6.370 -2.352 0.112
H 1.423 -7.065 -3.043 0.102
H 1.771 -4.687 -2.797 0.117
H 2.830 -5.515 -1.668 0.111
C 1.732 5.026 -2.148 -0.119
C 3.115 4.795 -2.743 -0.270
C 3.880 3.663 -2.052 -0.193
C 4.212 3.981 -0.661 -0.237
N 4.473 4.230 0.429 0.139
H 1.793 5.353 -1.109 0.052
H 1.204 5.800 -2.709 0.070
H 1.132 4.115 -2.185 0.080
H 3.691 5.723 -2.695 0.107
H 3.005 4.544 -3.801 0.106
H 4.807 3.473 -2.598 0.114
H 3.296 2.740 -2.089 0.125
C 7.080 -1.738 3.006 -0.114
C 6.312 -1.788 1.691 -0.266
C 5.067 -2.675 1.756 -0.193
C 5.401 -4.088 1.950 -0.236
N 5.663 -5.195 2.102 0.136
H 7.478 -2.719 3.274 0.071
H 7.923 -1.049 2.924 0.069
H 6.440 -1.393 3.821 0.075
H 6.978 -2.133 0.896 0.110
H 6.001 -0.774 1.428 0.102
H 4.507 -2.570 0.824 0.121
H 4.409 -2.337 2.560 0.116
```


(3)
This record from the Open Molecules 2025 dataset describes a gas-phase ion, C2H4IN2 (charge +1). The level of theory is wB97M-V/def2-TZVPD.

E_LUMO (alpha / beta) ... -5.7 / -5.7 eV
Energy above the lowest of the compared OMol25 structures with the same formula, charge and spin ... 89.8 kcal/mol
M ... 183.0 g mol⁻¹
Kohn-Sham gap (alpha / beta) ... 8.1 / 8.1 eV
Calculated total energy ... -13207.7503 eV
Net charge ... +1
HOMO level (alpha / beta) ... -13.8 / -13.8 eV

```
9
Properties=species:S:1:pos:R:3:lowdin_charge:R:1
C 1.072 -1.894 -0.724 0.094
C -0.981 -1.138 0.458 -0.418
N 0.118 -1.420 -0.012 -0.143
N -0.517 2.270 0.432 -0.413
I -1.515 0.739 1.143 1.592
H 1.882 -2.592 -0.282 0.139
H 1.203 -1.658 -1.857 0.145
H -0.305 2.910 1.153 -0.013
H -0.958 2.783 -0.311 0.015
```


(4)
This record from the Open Molecules 2025 dataset describes a gas-phase ion, C4H9NO2PS (charge +1). The level of theory is wB97M-V/def2-TZVPD.

E_LUMO ... -3.9 eV
Energy above the lowest of the compared OMol25 structures with the same formula, charge and spin ... 45.9 kcal/mol
M ... 166.2 g mol⁻¹
Kohn-Sham gap ... 10.0 eV
SMILES ... C[C@@]1(OP=O)[NH2+]CCS1
Calculated total energy ... -29996.1597 eV
Net charge ... +1
HOMO level ... -13.8 eV

```
18
Properties=species:S:1:pos:R:3:lowdin_charge:R:1
C 1.939 -1.180 0.510 -0.040
C 1.163 0.066 0.088 -0.841
O 1.861 0.550 -1.074 -0.393
P 3.092 1.721 -0.872 0.927
O 3.164 2.205 -2.224 -0.376
N -0.241 -0.357 -0.469 0.028
C -1.124 0.821 -0.841 -0.118
C -1.060 1.667 0.484 -0.343
S 0.649 1.364 1.174 0.970
H 2.970 -0.839 0.641 0.083
H 2.155 -1.833 -0.381 0.119
H 1.627 -1.818 1.373 0.114
H -0.626 -0.859 0.371 0.185
H -0.215 -1.147 -1.207 0.226
H -2.109 0.322 -0.971 0.142
H -0.854 1.303 -1.785 0.140
H -1.189 2.795 0.358 0.118
H -1.849 1.452 1.141 0.058
```


(5)
This record from the Open Molecules 2025 dataset describes 2 unconnected molecules or ions with the total composition C9H14. The level of theory is wB97M-V/def2-TZVPD.

E_LUMO ... 1.0 eV
Energy above the lowest of the compared OMol25 structures with the same formula, charge and spin ... 7.9 kcal/mol
M ... 122.2 g mol⁻¹
Kohn-Sham gap ... 10.0 eV
SMILES ... Cc1ccccc1.CC
Calculated total energy ... -9559.8408 eV
Net charge ... 0
HOMO level ... -9.0 eV

```
23
Properties=species:S:1:pos:R:3:lowdin_charge:R:1
C 1.223 -2.074 -1.861 -0.056
C 1.509 -1.026 -0.824 -0.279
C 2.777 -0.481 -0.643 -0.060
C 3.041 0.412 0.384 -0.091
C 1.980 0.931 1.114 -0.098
C 0.668 0.612 0.772 -0.086
C 0.459 -0.423 -0.125 -0.056
H 0.293 -1.802 -2.363 0.077
H 1.129 -3.072 -1.425 0.082
H 1.993 -2.176 -2.625 0.074
H 3.573 -0.846 -1.287 0.108
H 4.051 0.691 0.647 0.100
H 2.168 1.476 2.037 0.102
H -0.180 1.116 1.217 0.083
H -0.535 -0.834 -0.287 0.097
C -3.138 1.668 0.417 -0.160
C -2.907 0.241 0.914 -0.180
H -2.252 1.990 -0.132 0.057
H -3.953 1.658 -0.308 0.062
H -3.359 2.354 1.228 0.062
H -2.873 -0.458 0.075 0.061
H -1.979 0.142 1.478 0.036
H -3.689 -0.098 1.595 0.063
```


(6)
This record from the Open Molecules 2025 dataset describes a single C5H8O2 molecule. The level of theory is wB97M-V/def2-TZVPD.

E_LUMO ... 0.9 eV
Energy above the lowest of the compared OMol25 structures with the same formula, charge and spin ... 50.0 kcal/mol
M ... 100.1 g mol⁻¹
Kohn-Sham gap ... 10.4 eV
SMILES ... O[C@H]1C[C@@]2(O)C[C@@H]12
Calculated total energy ... -9407.6625 eV
Net charge ... 0
HOMO level ... -9.6 eV

```
15
Properties=species:S:1:pos:R:3:lowdin_charge:R:1
O 2.128 0.350 -0.529 -0.027
C 1.146 0.346 0.481 -0.329
C -0.003 1.261 0.017 -0.028
C -0.958 0.064 0.124 -0.461
O -2.224 0.106 0.685 0.037
C -0.512 -1.049 -0.763 -0.024
C 0.171 -0.837 0.567 -0.117
H 2.580 -0.496 -0.572 0.096
H 1.575 0.605 1.459 0.147
H -0.259 2.095 0.672 0.120
H 0.226 1.617 -0.988 0.116
H -2.864 0.299 -0.013 0.107
H -1.179 -1.908 -0.780 0.114
H 0.017 -0.847 -1.692 0.109
H 0.157 -1.607 1.332 0.139
```